Entry 1:
A cluster of 3 separate species, C17H40BrFO11P3 in total. Source: the OMol25 dataset; level of theory: wB97M-V/def2-TZVPD.

Cartesian coordinates (Å):
C -0.89 -2.36 -3.82
C -2.04 -2.32 -2.79
C -2.98 -1.12 -2.98
O -2.76 -0.11 -1.99
C -2.53 1.18 -2.48
P -0.99 1.84 -1.71
C -0.16 2.79 -2.99
C 0.49 1.88 -4.04
F 0.33 2.48 -5.26
C -0.06 0.39 -1.19
C 1.43 0.58 -1.18
O 2.00 1.59 -1.37
Br 2.42 -1.05 -0.86
O -1.30 2.87 -0.57
C -1.80 2.37 0.72
C -0.85 2.68 1.84
C 0.47 1.92 1.82
H -0.51 -3.39 -3.84
H -1.20 -2.09 -4.83
H -0.04 -1.75 -3.53
H -2.60 -3.25 -2.78
H -1.57 -2.16 -1.82
H -4.00 -1.49 -2.85
H -2.92 -0.75 -4.00
H -3.34 1.86 -2.23
H -2.37 1.23 -3.56
H -0.98 3.30 -3.51
H 0.52 3.51 -2.56
H 1.56 1.78 -3.85
H 0.06 0.88 -4.05
H -0.29 -0.39 -1.92
H -0.44 -0.01 -0.24
H -2.71 2.93 0.91
H -2.09 1.32 0.69
H -1.37 2.47 2.77
H -0.62 3.75 1.85
H 1.14 2.29 1.05
H 0.96 2.06 2.78
H 0.33 0.84 1.70
C -0.36 6.64 4.33
O 1.02 6.29 4.50
P 1.31 4.90 5.29
O 0.65 3.82 4.53
O 0.47 5.32 6.63
C 0.65 6.60 7.26
O 2.47 4.14 6.11
C 3.37 4.87 6.98
H -0.51 6.87 3.28
H -1.04 5.85 4.63
H -0.57 7.53 4.92
H -0.33 7.06 7.39
H 1.27 7.26 6.67
H 1.10 6.46 8.24
H 2.88 5.06 7.93
H 3.69 5.81 6.53
H 4.24 4.24 7.15
C -1.26 -8.43 -0.92
O -0.20 -7.49 -0.73
P 0.24 -6.56 -2.04
O -1.13 -6.00 -2.29
O 0.51 -7.94 -2.91
C 1.53 -8.87 -2.52
O 0.84 -5.65 -3.33
C 2.25 -5.72 -3.64
H -1.98 -8.27 -0.12
H -1.75 -8.31 -1.89
H -0.86 -9.44 -0.84
H 1.09 -9.86 -2.46
H 1.96 -8.63 -1.54
H 2.32 -8.88 -3.26
H 2.46 -6.62 -4.22
H 2.86 -5.71 -2.74
H 2.50 -4.85 -4.24

Output
Kohn-Sham gap	7.28	eV
molar mass	612.320	u
LUMO energy	-4.22	eV
calculated total energy	-5197.03527	a.u.
charge	+1

=====

Entry 2:
A structure of composition C17H40N2O6SiSr. Source: the OMol25 dataset; level of theory: wB97M-V/def2-TZVPD.

Cartesian coordinates (Å):
Sr -1.66 1.76 -1.70
N -3.18 -0.10 -2.97
C -3.29 -0.76 -1.64
C -4.00 0.16 -0.62
C -3.17 0.59 0.62
N -2.87 2.04 0.59
H -4.10 0.10 -3.33
H -2.74 -0.72 -3.63
H -2.28 -1.00 -1.30
H -3.82 -1.71 -1.71
H -4.92 -0.32 -0.29
H -4.33 1.07 -1.14
H -2.23 0.06 0.65
H -3.71 0.31 1.53
H -2.00 2.25 1.06
H -3.60 2.58 1.04
C 0.28 4.93 -4.26
O 0.00 5.10 -2.88
C -0.64 4.04 -2.30
O -0.85 4.19 -1.10
H 0.87 5.79 -4.57
H -0.64 4.90 -4.85
H 0.85 4.02 -4.44
C 1.15 1.73 2.63
C 0.58 0.38 3.05
C -0.58 0.57 4.02
C 1.66 -0.49 3.68
O 0.04 -0.33 1.92
Si 0.52 -0.27 0.34
O 0.05 1.02 -0.45
O -0.27 -1.57 -0.34
C -0.36 -2.93 0.11
C -1.49 -3.04 1.13
C 0.96 -3.39 0.73
C -0.67 -3.76 -1.13
O 2.15 -0.52 0.37
C 3.09 -0.19 -0.65
C 3.35 1.32 -0.62
C 4.36 -0.96 -0.30
C 2.57 -0.61 -2.02
H 1.50 2.27 3.50
H 0.40 2.33 2.12
H 1.99 1.60 1.94
H -0.25 1.06 4.93
H -1.02 -0.40 4.28
H -1.36 1.18 3.56
H 2.09 0.00 4.56
H 2.46 -0.67 2.95
H 1.24 -1.45 3.98
H -1.29 -2.40 1.99
H -1.61 -4.07 1.47
H -2.44 -2.73 0.68
H 1.20 -2.80 1.62
H 1.78 -3.29 0.02
H 0.87 -4.44 1.02
H -1.60 -3.42 -1.58
H -0.77 -4.81 -0.87
H 0.13 -3.65 -1.86
H 3.75 1.61 0.36
H 2.42 1.86 -0.79
H 4.07 1.60 -1.39
H 4.70 -0.68 0.70
H 5.16 -0.73 -1.01
H 4.17 -2.03 -0.32
H 1.67 -0.05 -2.27
H 2.33 -1.68 -2.02
H 3.33 -0.43 -2.78

Output
Kohn-Sham gap	6.97	eV
molar mass	484.221	u
LUMO energy	-0.18	eV
calculated total energy	-1553.17732	a.u.
charge	0

=====

Entry 3:
A cluster of 3 separate species, C17H40N2O9SSi in total. Source: the OMol25 dataset; level of theory: wB97M-V/def2-TZVPD.

Cartesian coordinates (Å):
C -1.36 -0.22 3.42
C -1.96 0.58 2.31
O -3.00 0.23 1.79
O -1.35 1.71 1.83
C -0.24 2.17 2.54
O -0.32 3.02 3.38
C 1.07 1.54 2.11
O 1.84 1.24 3.26
S 3.33 0.57 3.00
O 4.04 1.50 2.17
O 3.09 -0.67 1.97
C 2.22 -1.70 2.49
C 1.17 -2.03 1.41
O 1.77 -1.91 0.14
Si 0.83 -1.25 -1.08
C 1.30 -2.18 -2.65
C -1.01 -1.42 -0.80
C 1.23 0.57 -1.37
H -2.09 -0.26 4.21
H -0.41 0.14 3.82
H -1.21 -1.23 3.07
H 0.87 0.66 1.50
H 1.55 2.27 1.47
H 1.76 -1.37 3.41
H 2.83 -2.57 2.65
H 0.90 -3.07 1.55
H 0.33 -1.37 1.56
H 2.37 -2.06 -2.77
H 1.14 -3.24 -2.46
H 0.77 -1.83 -3.51
H -1.27 -2.31 -0.24
H -1.49 -1.45 -1.76
H -1.44 -0.58 -0.27
H 0.32 1.16 -1.48
H 1.85 0.69 -2.25
H 1.78 0.99 -0.54
C 3.45 5.07 1.72
C 3.12 4.25 0.48
C 3.85 4.71 -0.78
O 3.33 5.88 -1.38
C 3.75 7.10 -0.80
N 1.66 4.23 0.28
H 2.94 6.04 1.72
H 3.12 4.54 2.62
H 4.52 5.24 1.81
H 3.45 3.22 0.68
H 3.75 3.93 -1.54
H 4.93 4.83 -0.60
H 4.79 7.04 -0.45
H 3.10 7.40 0.02
H 3.69 7.87 -1.57
H 1.45 3.60 -0.49
H 1.39 5.14 -0.07
C -4.78 -3.33 -0.95
C -4.15 -3.46 -2.33
C -4.86 -4.47 -3.24
O -4.58 -5.83 -2.95
C -5.34 -6.39 -1.90
N -2.73 -3.76 -2.17
H -4.53 -4.18 -0.30
H -4.42 -2.43 -0.45
H -5.87 -3.27 -1.01
H -4.24 -2.48 -2.82
H -4.50 -4.32 -4.26
H -5.95 -4.30 -3.26
H -6.36 -5.99 -1.88
H -4.86 -6.23 -0.93
H -5.40 -7.47 -2.07
H -2.28 -3.74 -3.09
H -2.65 -4.73 -1.89

Output
Kohn-Sham gap	9.77	eV
molar mass	476.665	u
LUMO energy	0.50	eV
calculated total energy	-2146.08037	a.u.
charge	0

=====

Entry 4:
A cluster of 6 separate species, C17H40N5O6 in total. Source: the OMol25 dataset; level of theory: wB97M-V/def2-TZVPD.

Cartesian coordinates (Å):
C 0.12 1.27 -0.86
C -0.44 0.88 -2.28
O 0.38 0.22 -3.22
H 1.15 1.64 -0.81
H 0.04 0.38 -0.23
H -0.55 2.01 -0.44
H -0.85 1.81 -2.67
H -1.35 0.36 -2.01
C 3.82 0.98 1.17
O 4.21 1.27 2.36
N 3.85 -0.25 0.65
C 4.22 -1.36 1.47
C 3.45 -0.57 -0.70
H 3.38 1.69 0.46
H 4.93 -1.86 0.82
H 3.40 -2.06 1.64
H 4.61 -1.16 2.47
H 2.57 -1.22 -0.68
H 3.28 0.26 -1.38
H 4.25 -1.15 -1.16
C 0.00 7.43 -1.47
O 0.92 7.15 -2.24
N -0.84 6.53 -0.91
C -0.67 5.05 -1.07
C -2.11 6.94 -0.32
H -0.25 8.47 -1.23
H 0.19 4.82 -1.69
H -1.64 4.78 -1.49
H -0.39 4.65 -0.09
H -2.09 8.00 -0.06
H -2.91 6.69 -1.03
H -2.28 6.37 0.59
C -2.18 -2.28 -3.82
O -3.34 -1.83 -3.81
N -1.88 -3.60 -3.69
C -0.59 -4.11 -3.52
C -2.87 -4.60 -3.60
H -1.27 -1.66 -3.94
H -0.19 -4.71 -4.33
H -0.56 -4.69 -2.59
H 0.15 -3.32 -3.38
H -2.67 -5.24 -4.46
H -2.78 -5.13 -2.65
H -3.92 -4.33 -3.52
C -0.93 0.55 4.35
O -1.41 1.24 3.45
N 0.18 -0.23 4.23
C 1.13 -0.25 3.05
C 0.61 -1.07 5.34
H -1.39 0.48 5.35
H 0.83 0.18 2.09
H 1.27 -1.32 2.90
H 2.10 0.10 3.40
H 0.63 -2.13 5.07
H 1.62 -0.92 5.71
H -0.06 -1.04 6.19
C 0.06 -2.39 -0.11
O 1.07 -3.03 0.12
N -1.08 -2.42 0.61
C -2.31 -1.87 0.15
C -1.16 -3.14 1.95
H -0.12 -2.03 -1.13
H -2.42 -0.83 0.44
H -3.16 -2.45 0.51
H -2.38 -1.89 -0.93
H -1.36 -2.43 2.74
H -1.82 -4.01 1.98
H -0.20 -3.59 2.21

Output
Kohn-Sham gap	5.44	eV
molar mass	410.536	u
LUMO energy	2.41	eV
calculated total energy	-1396.90677	a.u.
charge	-1

=====

- Among the records above, which one has the highest calculated total energy?
  C17H40N5O6